# 1
Molecular formula: C43H52BClCsF4N9O3PS
Method: DFT, ωB97M-V with the def2-TZVPD basis set

Structure (XYZ):
```
116
Properties=species:S:1:pos:R:3
Cs 1.482 -0.552 0.393
C -4.319 -3.911 -1.364
N -2.904 -4.221 -1.421
C -2.585 -5.230 -2.432
C -1.161 -4.889 -2.840
N -1.129 -3.456 -2.589
C 0.149 -2.778 -2.682
C -1.988 -3.160 -1.555
N -1.893 -2.089 -0.868
C -2.692 -1.909 0.323
C -1.872 -1.141 1.362
N -0.793 -1.952 1.879
C -0.802 -2.484 3.036
N 0.233 -3.284 3.475
C 1.463 -3.428 2.735
C 0.243 -3.309 4.918
C -1.238 -3.150 5.225
N -1.724 -2.375 4.091
C -3.159 -2.414 3.867
H -4.871 -4.831 -1.163
H -4.681 -3.498 -2.318
H -4.548 -3.202 -0.576
H -3.271 -5.130 -3.286
H -2.678 -6.237 -2.025
H -0.967 -5.101 -3.893
H -0.418 -5.414 -2.235
H 0.515 -2.853 -3.708
H 0.886 -3.222 -2.006
H 0.002 -1.727 -2.441
H -2.990 -2.871 0.760
H -3.604 -1.332 0.111
H -2.522 -0.712 2.133
H -1.445 -0.292 0.814
H 1.255 -3.681 1.699
H 2.018 -4.262 3.163
H 2.103 -2.536 2.790
H 0.830 -2.477 5.336
H 0.653 -4.246 5.294
H -1.424 -2.637 6.170
H -1.730 -4.131 5.257
H -3.594 -3.221 4.463
H -3.390 -2.617 2.825
H -3.645 -1.479 4.157
Cl 2.195 0.357 -2.879
C 1.780 1.993 -3.313
C 2.826 2.864 -3.566
C 2.546 4.180 -3.901
C 1.229 4.605 -3.981
C 0.196 3.718 -3.714
C 0.447 2.392 -3.371
P -0.855 1.205 -2.847
C -1.313 0.447 -4.452
C -0.798 0.816 -5.691
C -1.200 0.154 -6.844
C -2.126 -0.877 -6.771
C -2.645 -1.251 -5.538
C -2.235 -0.598 -4.388
C -2.267 2.356 -2.597
C -3.261 2.608 -3.538
C -4.309 3.472 -3.244
C -4.372 4.100 -2.009
C -3.384 3.855 -1.063
C -2.347 2.983 -1.352
H 3.845 2.513 -3.479
H 3.359 4.869 -4.090
H 1.001 5.631 -4.242
H -0.828 4.066 -3.760
H -0.075 1.620 -5.758
H -0.784 0.443 -7.802
H -2.432 -1.395 -7.671
H -3.352 -2.069 -5.470
H -2.611 -0.915 -3.422
H -3.222 2.128 -4.508
H -5.078 3.655 -3.985
H -5.189 4.774 -1.783
H -3.428 4.339 -0.095
H -1.576 2.787 -0.615
F 1.549 -6.264 -1.540
B 1.960 -5.634 -0.345
F 3.130 -6.229 0.133
F 0.932 -5.742 0.611
F 2.201 -4.258 -0.615
N 0.375 2.446 -0.447
C 0.590 3.052 0.520
N 0.823 3.747 1.606
C -0.088 3.675 2.750
C 0.069 4.952 3.579
C 0.342 6.141 2.661
C 1.718 5.993 1.992
C 2.057 4.512 1.775
H 0.141 2.791 3.347
H -1.106 3.597 2.360
H 0.895 4.832 4.285
H -0.835 5.104 4.170
H 0.285 7.082 3.210
H -0.437 6.174 1.894
H 2.490 6.433 2.629
H 1.734 6.537 1.046
H 2.586 4.097 2.633
H 2.686 4.346 0.905
O 2.193 1.915 3.808
C 3.129 1.473 3.144
N 3.307 1.640 1.815
S 4.643 0.916 1.287
O 5.614 1.850 0.780
O 4.315 -0.196 0.413
C 5.167 0.259 2.851
C 6.259 -0.517 3.183
C 6.382 -0.903 4.513
C 5.437 -0.517 5.461
C 4.345 0.264 5.103
C 4.225 0.646 3.779
H 6.982 -0.819 2.437
H 7.221 -1.517 4.814
H 5.557 -0.836 6.489
H 3.597 0.571 5.823
```

Computed properties:
Gap between HOMO and LUMO (eV): 7.601
Charge: -1
LUMO energy (eV): 1.878
Max |F| (eV Å⁻¹): 0.64
HOMO level (eV): -5.7
E_tot (eV): -109739.595
2S+1: 1
Relative energy (zero: lowest compared OMol25 entry of this formula, charge and spin) (kcal per mole): 14.06


# 2
Molecular formula: C25H36Cl13F6N3O8PS
Method: DFT, ωB97M-V with the def2-TZVPD basis set

Structure (XYZ):
```
93
Properties=species:S:1:pos:R:3
C -3.622 -0.399 5.589
C -3.642 -0.622 4.100
C -2.502 0.101 3.129
O -1.522 0.939 3.857
N -2.054 2.114 4.238
O -1.232 2.824 4.798
C -3.489 0.903 2.043
N -4.703 0.168 1.503
C -2.351 1.165 0.893
C -2.714 1.963 -0.484
O -2.520 1.552 -1.738
C -3.356 3.495 -0.286
F -2.291 4.246 0.478
F -4.637 3.428 0.513
C -3.747 4.226 -1.699
F -4.842 3.384 -2.313
F -2.585 4.401 -2.638
C -4.405 5.729 -1.518
F -5.862 5.692 -1.896
F -4.324 6.275 -0.144
C -3.685 6.874 -2.501
O -4.014 6.952 -3.799
O -2.719 7.775 -1.825
C -1.350 -0.174 0.821
Cl 0.323 0.706 0.824
C -1.678 -1.236 -0.378
C -0.548 -1.352 -1.556
C 0.353 -2.682 -1.232
C 1.634 -2.921 -2.225
C 2.454 -4.233 -1.589
C 3.369 -3.782 -0.281
C 4.825 -3.195 -0.817
C 5.514 -2.355 0.431
C 7.136 -2.679 0.604
O 7.963 -1.824 -0.270
C 9.100 -1.232 0.459
N -1.784 -0.843 2.141
P -0.751 -2.077 2.887
O 0.911 -2.090 2.389
O -0.729 -1.886 4.653
S -1.571 -3.821 2.559
H -4.563 -0.008 6.206
H -2.626 -0.691 6.175
H -4.482 -1.332 3.685
H -3.999 1.895 2.467
H -4.658 0.202 0.462
H -5.602 0.554 1.873
H -1.628 1.942 1.441
H -2.843 8.722 -2.133
H -2.694 -0.923 -0.920
H -1.878 -2.352 -0.003
H 0.056 -0.377 -1.778
H -1.144 -1.596 -2.562
H -0.369 -3.622 -1.382
H 0.749 -2.735 -0.133
H 1.197 -3.310 -3.257
H 2.323 -1.989 -2.385
H 1.589 -4.920 -1.135
H 3.044 -4.838 -2.398
H 2.854 -2.975 0.400
H 3.636 -4.717 0.404
H 4.553 -2.493 -1.743
H 5.536 -4.070 -1.192
H 5.001 -2.616 1.469
H 5.369 -1.214 0.203
H 7.406 -2.574 1.760
H 7.309 -3.799 0.261
H 9.543 -1.958 1.289
H 9.960 -1.046 -0.347
H 8.813 -0.164 0.902
H -2.619 -1.421 1.820
H 1.407 -1.258 2.665
H -0.088 -1.113 4.840
C -1.274 5.016 -5.983
Cl -2.722 4.767 -6.975
Cl -0.474 3.470 -5.651
Cl -0.158 6.135 -6.783
H -1.581 5.457 -5.031
C 5.795 -7.363 -1.909
Cl 6.226 -6.497 -0.424
Cl 4.139 -6.970 -2.400
Cl 6.937 -6.976 -3.207
H 5.850 -8.436 -1.710
C 3.299 5.908 -4.415
Cl 3.715 5.734 -2.702
Cl 4.695 5.524 -5.437
Cl 1.922 4.874 -4.830
H 3.016 6.948 -4.597
C -7.825 -1.157 5.100
Cl -8.272 -2.278 6.397
Cl -6.064 -0.976 5.013
Cl -8.470 -1.713 3.546
H -8.260 -0.180 5.323
```

Computed properties:
Gap between HOMO and LUMO (eV): 6.829
Charge: +1
LUMO energy (eV): -4.187
Max |F| (eV Å⁻¹): 9.38
HOMO level (eV): -11.0
E_tot (eV): -246552.861
2S+1: 1


# 3
Molecular formula: C36H49MgN4O2Si
Method: DFT, ωB97M-V with the def2-TZVPD basis set

Structure (XYZ):
```
93
Properties=species:S:1:pos:R:3
Mg -0.080 2.411 0.076
C -0.354 -2.292 0.826
C -1.095 -1.756 1.869
C -0.201 -1.524 2.934
C 1.120 -1.724 2.422
C 1.009 -2.376 1.137
C 2.120 -2.965 0.265
C 2.248 -2.252 -1.080
C 3.486 -2.908 1.077
C 1.726 -4.511 0.061
C -0.461 -1.203 4.401
C 0.934 -1.204 5.108
C -1.110 0.195 4.596
C -1.309 -2.314 5.059
C -2.565 -1.622 1.607
C -3.367 -0.840 2.723
C -2.917 -0.958 0.267
C -3.271 -3.039 1.491
H -0.770 -2.544 -0.116
H 2.062 -1.392 2.878
H 2.738 -1.260 -0.938
H 1.225 -1.965 -1.506
H 2.902 -2.775 -1.826
H 3.618 -1.964 1.645
H 4.255 -2.981 0.312
H 3.669 -3.820 1.676
H 0.685 -4.389 -0.254
H 1.785 -5.178 0.955
H 2.272 -4.985 -0.764
H 1.574 -0.391 4.765
H 1.510 -2.142 4.999
H 0.679 -1.008 6.177
H -0.652 0.722 5.460
H -2.214 0.177 4.801
H -0.933 0.781 3.685
H -1.407 -3.292 4.477
H -2.322 -1.968 5.309
H -0.929 -2.566 6.094
H -3.068 0.191 2.679
H -3.200 -1.268 3.723
H -4.393 -0.995 2.398
H -2.701 0.091 0.157
H -4.033 -1.020 0.137
H -2.390 -1.517 -0.489
H -3.324 -3.547 2.465
H -2.578 -3.628 0.911
H -4.224 -3.033 0.986
C 3.464 2.422 -2.884
Si 2.581 3.007 -1.443
C -2.184 3.610 1.853
C 2.860 4.873 -1.264
N 0.876 2.603 -1.629
C 0.207 2.922 -2.808
C 0.441 4.034 -3.603
C -0.406 4.441 -4.612
C -1.560 3.756 -4.895
C -1.818 2.583 -4.196
C -0.962 2.116 -3.219
O -1.105 0.792 -2.755
C -1.783 -0.136 -3.579
C -3.108 0.004 -3.863
C -3.757 -1.098 -4.451
C -3.084 -2.229 -4.888
C -1.748 -2.333 -4.528
C -1.040 -1.316 -3.970
H 4.366 2.998 -3.217
H 2.889 2.586 -3.811
H 3.756 1.358 -2.786
H -3.011 2.972 2.201
H -2.529 4.628 1.604
H -1.380 3.576 2.624
H 2.124 5.230 -0.485
H 2.622 5.441 -2.180
H 3.892 5.203 -0.936
H 1.342 4.567 -3.461
H -0.191 5.361 -5.176
H -2.139 4.015 -5.784
H -2.599 1.945 -4.562
H -3.643 0.842 -3.461
H -4.858 -1.098 -4.690
H -3.749 -2.937 -5.369
H -1.227 -3.307 -4.533
H 0.039 -1.306 -3.822
N 1.749 1.953 1.138
C 2.960 2.160 0.241
O -1.755 3.023 0.638
C 4.193 1.429 0.566
C 5.312 1.823 -0.263
N 6.116 1.832 -1.099
C 4.347 0.542 1.631
N 4.335 -0.091 2.613
H 1.671 1.052 1.630
H 1.745 2.693 1.848
```

Computed properties:
Gap between HOMO and LUMO (eV): 3.647
Charge: -1
LUMO energy (eV): 0.498
Max |F| (eV Å⁻¹): 5.91
HOMO level (eV): -3.1
E_tot (eV): -61503.852
2S+1: 1


# 4
Molecular formula: C4H6N2S
Method: DFT, ωB97M-V with the def2-TZVPD basis set

Structure (XYZ):
```
13
Properties=species:S:1:pos:R:3
C -0.948 0.072 -0.393
C -0.114 0.851 0.541
C 1.758 -0.287 -0.331
C -0.170 -0.683 0.747
H -2.830 -1.351 -0.299
H -0.726 0.117 -1.509
H -0.319 1.643 1.233
H 1.765 1.953 -0.293
H 2.644 -0.521 -0.941
H -0.745 -1.467 1.246
N 1.288 0.867 0.013
N 1.050 -1.221 0.065
S -2.650 0.027 -0.080
```

Computed properties:
Gap between HOMO and LUMO (eV): 9.119
Charge: 0
LUMO energy (eV): 0.738
Max |F| (eV Å⁻¹): 10.32
HOMO level (eV): -8.4
SMILES string: S[C@@H]1[C@H]2N=CN[C@@H]12
E_tot (eV): -18057.367
2S+1: 1
Relative energy (zero: lowest compared OMol25 entry of this formula, charge and spin) (kcal per mole): 83.17